The following is a DFT calculation (ωB97M-V/def2-TZVPD) of a molecular structure, C56H46N3O3P2ReS in a non-equilibrium geometry.

Element x y z (Å)
Re 0.92215 0.11729 0.70806
O 1.81267 1.74418 -0.12060
C 1.35029 2.94032 -0.38460
C 2.27140 3.97362 -0.64569
C 1.85262 5.24029 -0.97372
C 0.48881 5.53777 -1.07414
C -0.42987 4.55695 -0.80633
C -0.03356 3.25837 -0.43324
C -1.04688 2.33848 -0.06762
N -0.85872 1.15318 0.44616
N -1.98639 0.55782 0.94559
C -1.75559 -0.60787 1.46698
O -0.58032 -1.16009 1.47247
C -2.87630 -1.30120 2.12646
C -2.86895 -2.68902 2.23640
C -3.92044 -3.33558 2.86547
C -4.97107 -2.60295 3.39783
C -4.97294 -1.21716 3.30193
C -3.93299 -0.56628 2.66105
H 3.32578 3.74057 -0.57414
H 2.58451 6.01384 -1.16384
H 0.16098 6.52800 -1.35520
H -1.48926 4.77153 -0.86771
H -2.07789 2.66860 -0.14833
H -2.04439 -3.25502 1.82197
H -3.92919 -4.41442 2.94522
H -5.78648 -3.10731 3.89871
H -5.78858 -0.64653 3.72548
H -3.91327 0.51154 2.58114
C 1.52235 -0.68094 3.84839
P 1.20100 0.90503 2.98326
C -0.08008 1.76949 3.92019
C -0.04351 3.16143 4.01224
C -0.98314 3.82819 4.78028
C -1.97518 3.11310 5.43807
C -2.05444 1.73644 5.29192
C -1.11143 1.06104 4.53346
C 2.73711 1.82061 3.31002
C 2.97310 2.26928 4.61100
C 4.13509 2.96025 4.90318
C 5.06413 3.21334 3.90337
C 4.84374 2.74968 2.61671
C 3.68691 2.04416 2.31847
C 2.40169 -1.44566 2.92012
C 3.31810 -2.44396 3.13671
C 3.80213 -2.84791 1.86435
C 3.16393 -2.07362 0.92674
C 3.25135 -2.01612 -0.54803
P 1.65856 -1.30658 -1.19146
C 0.68511 -2.83551 -1.37875
C 0.20994 -3.26889 -2.61227
C -0.50814 -4.45190 -2.70343
C -0.76177 -5.20185 -1.56539
C -0.29417 -4.77012 -0.33201
C 0.42301 -3.58869 -0.23324
C 2.26196 -0.80043 -2.82903
C 2.27840 0.53943 -3.20280
C 2.86057 0.91207 -4.40660
C 3.42638 -0.04369 -5.23348
C 3.40677 -1.38338 -4.86490
C 2.84118 -1.76205 -3.66092
N 2.31279 -1.20110 1.56294
H 1.97864 -0.49905 4.82182
H 0.57478 -1.20943 3.98826
H 0.73427 3.71355 3.49920
H -0.93342 4.90443 4.87505
H -2.69037 3.63151 6.06229
H -2.84241 1.17668 5.77750
H -1.18041 -0.01411 4.42800
H 2.23736 2.08154 5.38334
H 4.31149 3.31081 5.91093
H 5.96409 3.76909 4.12909
H 5.56840 2.94376 1.83720
H 3.52320 1.67760 1.31735
H 3.60020 -2.84495 4.09594
H 4.54012 -3.60852 1.67268
H 4.04994 -1.33611 -0.86321
H 3.44461 -2.99473 -0.98803
H 0.41430 -2.69392 -3.50321
H -0.86903 -4.78356 -3.66833
H -1.32264 -6.12365 -1.63950
H -0.48736 -5.35590 0.55715
H 0.78769 -3.24824 0.72795
H 1.82436 1.28255 -2.56497
H 2.86588 1.95255 -4.70432
H 3.88759 0.25126 -6.16658
H 3.83716 -2.13383 -5.51432
H 2.84948 -2.80431 -3.36763
O -0.64711 1.30095 -2.52339
S -0.99956 -0.13937 -2.55554
C -1.24330 -0.52022 -4.31069
C -1.95690 -1.64207 -4.70895
C -2.03761 -1.94578 -6.05810
C -1.39103 -1.14783 -6.99296
C -0.69210 -0.02207 -6.58558
C -0.61520 0.29310 -5.23630
C -2.73083 -0.23412 -2.06022
C -3.54875 0.87062 -2.21139
C -4.85045 0.81599 -1.73830
C -5.31490 -0.33585 -1.11477
C -4.48457 -1.43677 -0.96641
C -3.18208 -1.38873 -1.43999
H -2.44474 -2.27151 -3.97643
H -2.61238 -2.80268 -6.38281
H -1.43493 -1.40685 -8.04204
H -0.21040 0.61586 -7.31417
H -0.07769 1.16476 -4.89213
H -3.16182 1.75660 -2.70009
H -5.50064 1.67260 -1.85488
H -6.32877 -0.37876 -0.73990
H -4.84170 -2.33071 -0.47202
H -2.51995 -2.24226 -1.33147

Calculated values
Orbital gap (alpha / beta) ... 6.2 / 5.8 eV
Expectation value of S² ... 1.146
HOMO energy (alpha / beta) ... -10.06 / -10.12 eV
Multiplicity ... 2
Net charge ... +1

***

The following is a DFT calculation (ωB97M-V/def2-TZVPD) of 10 unconnected molecules or ions with the total composition C56H49Br2N9O18 in a non-equilibrium geometry.

Element x y z (Å)
Br -0.69771 1.86802 0.56712
C 0.00313 0.55006 -0.69743
C 0.12547 -0.82906 -0.05296
Br -1.57889 -1.39650 0.73955
H 0.86716 1.03457 -1.13465
H -0.79017 0.40050 -1.42720
H 0.88667 -0.90629 0.72172
H 0.43166 -1.56983 -0.78960
C 1.46053 -8.35328 -2.43351
C 0.30845 -7.68221 -2.82584
C 0.25589 -6.30180 -2.79161
C 1.38926 -5.59761 -2.38366
C 2.50883 -6.26317 -1.89573
C 2.55605 -7.63890 -1.91845
N 1.34759 -4.13887 -2.35739
O 2.32463 -3.55280 -2.76159
O 0.36522 -3.63990 -1.83553
H 1.39525 -9.43300 -2.44441
H -0.56130 -8.24440 -3.13723
H -0.61524 -5.76410 -3.14009
H 3.28768 -5.66264 -1.44186
H 3.46931 -8.19919 -1.77283
C 2.53701 3.09087 1.96704
C 3.18845 2.70235 0.80307
C 4.58682 2.65344 0.80641
C 5.29166 2.82367 1.98941
C 4.64609 3.17956 3.14575
C 3.27999 3.22977 3.14032
N 6.76642 2.70274 1.91802
O 7.20088 1.92364 1.09900
O 7.45282 3.37133 2.65550
H 1.47326 3.23597 1.83442
H 2.75137 2.62017 -0.18365
H 5.16482 2.43463 -0.08119
H 5.27549 3.13802 4.02993
H 2.76508 3.36564 4.08427
C -4.55562 -1.69055 3.54519
C -4.00121 -0.39407 3.53741
C -4.37532 0.47583 4.56330
C -5.42334 0.23150 5.40223
C -5.99950 -1.03168 5.38848
C -5.48693 -1.99736 4.53799
N -5.91025 1.25793 6.30780
O -6.65369 0.95428 7.21732
O -5.54358 2.40927 6.09700
H -4.16595 -2.48215 2.91969
H -3.24280 -0.17938 2.80169
H -3.84506 1.41741 4.47574
H -6.76657 -1.29381 6.10424
H -5.88415 -3.00151 4.61088
C -1.46015 0.34386 -8.27039
C -0.21626 -0.19391 -8.04302
C 0.08728 -0.65704 -6.76111
C -0.84500 -0.58294 -5.73416
C -2.06280 0.02779 -5.97019
C -2.37511 0.51987 -7.22489
N -0.56798 -0.96589 -4.35197
O -1.29523 -0.63207 -3.45001
O 0.42074 -1.65857 -4.21326
H -1.68698 0.62264 -9.29351
H 0.60779 -0.28307 -8.73555
H 1.11325 -0.96341 -6.60597
H -2.77137 0.08080 -5.15383
H -3.34976 0.89050 -7.50735
C -5.36749 1.00540 -0.88977
C -6.19588 0.98578 -2.00178
C -6.09199 -0.18644 -2.77064
C -5.15003 -1.15809 -2.50122
C -4.31615 -1.04651 -1.40541
C -4.40845 0.06901 -0.55556
N -5.11116 -2.38286 -3.33913
O -4.13597 -3.09574 -3.22143
O -6.03825 -2.54423 -4.10380
H -5.42248 1.95832 -0.36227
H -6.98923 1.69155 -2.17919
H -6.83283 -0.24993 -3.55822
H -3.65817 -1.87851 -1.19498
H -3.70724 0.14862 0.26003
C 6.10801 -3.21727 1.94247
C 6.64509 -1.96461 1.58307
C 5.97274 -1.11006 0.76123
C 4.75518 -1.53994 0.19109
C 4.31383 -2.82660 0.40562
C 4.94192 -3.64808 1.33225
N 4.07949 -0.64017 -0.73440
O 3.02542 -1.03385 -1.18457
O 4.64980 0.36288 -1.08071
H 6.68581 -3.87469 2.57722
H 7.60798 -1.67755 1.98525
H 6.32785 -0.12789 0.48009
H 3.37852 -3.11802 -0.05683
H 4.52179 -4.63286 1.48700
C -1.65407 2.96527 4.06060
C -2.25972 3.85404 3.19335
C -2.58167 5.10815 3.71967
C -2.24858 5.44946 5.02532
C -1.72721 4.48032 5.89233
C -1.42568 3.23717 5.41397
N -2.41726 6.85936 5.40005
O -3.14222 7.56108 4.73654
O -1.83187 7.20793 6.41675
H -1.50552 1.95522 3.69495
H -2.32240 3.59109 2.14918
H -2.93321 5.87221 3.03853
H -1.54364 4.72634 6.93015
H -0.97195 2.44934 5.99823
C 2.43920 -3.90775 4.68052
C 2.90678 -2.67449 4.24334
C 2.14368 -1.53343 4.23474
C 0.81765 -1.64578 4.67116
C 0.28433 -2.87470 5.08799
C 1.13782 -3.95644 5.19176
N -0.10829 -0.55542 4.37230
O 0.13628 0.11011 3.38630
O -1.00866 -0.31605 5.15605
H 3.14122 -4.72616 4.73805
H 3.81818 -2.65076 3.65167
H 2.46432 -0.54569 3.93523
H -0.76124 -2.94396 5.35093
H 0.76248 -4.91323 5.53232
C 0.88743 5.55041 -7.28917
C -0.18605 5.15545 -6.48538
C -0.03889 4.49345 -5.26344
C 1.24254 4.00909 -5.00485
C 2.30626 4.42553 -5.79655
C 2.18299 5.26498 -6.87807
N 1.45480 3.18051 -3.84324
O 2.39232 3.43024 -3.12648
O 0.70293 2.24273 -3.70448
H 0.68051 5.98522 -8.25726
H -1.16391 5.37611 -6.89432
H -0.85749 4.26589 -4.59738
H 3.28557 4.13548 -5.42834
H 3.05012 5.65833 -7.38731

Calculated values
Orbital gap ... 9.0 eV
HOMO energy ... -9.69 eV
SMILES string ... O=[N+]([O-])c1ccccc1.O=[N+]([O-])c1ccccc1.O=[N+]([O-])c1ccccc1.O=[N+]([O-])c1ccccc1.O=[N+]([O-])c1ccccc1.O=[N+]([O-])c1ccccc1.O=[N+]([O-])c1ccccc1.O=[N+]([O-])c1ccccc1.O=[N+]([O-])c1ccccc1.BrCCBr
Net charge ... 0

***

The following is a DFT calculation (ωB97M-V/def2-TZVPD) of a molecular structure, C56H50AsFeNP3.

Element x y z (Å)
Fe 0.02480 -0.03468 0.27497
C 1.39069 2.05912 -2.01281
P 0.18731 2.21169 -0.60725
C 1.06355 3.39590 0.45801
C 0.54206 4.63994 0.79961
C 1.32428 5.54029 1.51552
C 2.61755 5.20504 1.89002
C 3.13348 3.95454 1.57197
C 2.35399 3.04899 0.86933
C -1.25290 3.05955 -1.27945
C -1.13376 4.13265 -2.16568
C -2.27061 4.78001 -2.62416
C -3.52919 4.36698 -2.19752
C -3.65628 3.30408 -1.31486
C -2.51836 2.64782 -0.86019
C 1.83434 0.64877 -2.16567
C 2.53413 0.01412 -3.26898
C 2.55596 -1.31363 -3.00052
C 1.88033 -1.47845 -1.74040
C 1.38037 -2.68443 -1.04960
P -0.41072 -2.28486 -0.70401
C -1.00141 -3.69172 0.27660
C -2.23431 -4.28585 0.01086
C -2.68750 -5.32936 0.80844
C -1.91917 -5.78115 1.87396
C -0.69784 -5.18103 2.15359
C -0.24346 -4.13407 1.36319
C -1.16010 -2.42058 -2.34420
C -1.09372 -3.61452 -3.06670
C -1.65548 -3.68322 -4.33240
C -2.28510 -2.56725 -4.88229
C -2.34888 -1.37931 -4.17091
C -1.78563 -1.30625 -2.90128
N 1.50134 -0.26295 -1.23581
H 2.24394 2.71110 -1.82346
H 0.92554 2.40118 -2.93675
H -0.46028 4.91977 0.49734
H 0.92352 6.51525 1.76588
H 3.22859 5.91939 2.43027
H 4.14135 3.68980 1.87036
H 2.77064 2.07695 0.60474
H -0.15543 4.47646 -2.48887
H -2.17688 5.61282 -3.31195
H -4.41456 4.87934 -2.55635
H -4.63736 2.98729 -0.98265
H -2.61522 1.81666 -0.17141
H 2.93308 0.51475 -4.14157
H 2.96770 -2.10892 -3.61184
H 1.88192 -2.82353 -0.08633
H 1.47956 -3.58884 -1.64036
H -2.84267 -3.94239 -0.81860
H -3.64254 -5.79549 0.59173
H -2.27295 -6.60401 2.48631
H -0.09373 -5.53167 2.98581
H 0.70774 -3.66965 1.59841
H -0.61988 -4.49265 -2.64085
H -1.60679 -4.61027 -4.89162
H -2.73010 -2.63068 -5.86886
H -2.83952 -0.51340 -4.59864
H -1.83672 -0.37586 -2.34199
C 0.25583 0.83369 4.14132
C 1.54652 1.57697 4.45401
As 1.48287 2.50679 6.20883
C -0.32364 3.20340 5.94522
C -0.40466 4.41767 5.26932
C -1.64117 4.97881 4.96569
C -2.81042 4.33408 5.34996
C -2.73783 3.12820 6.03412
C -1.49988 2.56221 6.32788
C 1.08824 0.92907 7.26945
C 0.40487 1.07424 8.47551
C 0.18668 -0.02599 9.29804
C 0.66104 -1.27883 8.92988
C 1.36874 -1.42442 7.74558
C 1.58272 -0.32355 6.92106
P 0.22792 -0.28872 2.68465
C 1.67514 -1.37369 2.91222
C 2.75383 -1.18059 2.04459
C 3.92754 -1.91621 2.18299
C 4.02980 -2.86220 3.19252
C 2.96576 -3.05770 4.06764
C 1.79866 -2.31740 3.93400
C -1.32730 -1.18872 2.97581
C -2.34584 -1.03588 2.02720
C -3.57910 -1.65367 2.17637
C -3.81181 -2.43937 3.29618
C -2.82541 -2.57147 4.26860
C -1.59808 -1.94177 4.11908
H -0.55768 1.54622 4.00525
H -0.03013 0.16934 4.95704
H 1.73468 2.35193 3.72219
H 2.41495 0.91842 4.47532
H 0.50507 4.93837 4.99448
H -1.69257 5.93167 4.44901
H -3.77574 4.77994 5.13459
H -3.64747 2.62585 6.34414
H -1.45940 1.61768 6.85599
H 0.04966 2.05066 8.78351
H -0.34715 0.09848 10.23358
H 0.49763 -2.13412 9.57604
H 1.76907 -2.39600 7.47167
H 2.16642 -0.44437 6.01342
H 2.68832 -0.43720 1.25956
H 4.75938 -1.74717 1.50732
H 4.93918 -3.44277 3.30463
H 3.04950 -3.78526 4.86766
H 0.99340 -2.48489 4.63479
H -2.19836 -0.40399 1.15842
H -4.35668 -1.51481 1.43163
H -4.76984 -2.93026 3.42527
H -3.01632 -3.16158 5.15835
H -0.87255 -2.03179 4.91860

Calculated values
Orbital gap (alpha / beta) ... 7.7 / 5.0 eV
Expectation value of S² ... 8.777
HOMO energy (alpha / beta) ... -12.19 / -12.19 eV
Multiplicity ... 6
Net charge ... +2

***

The following is a DFT calculation (ωB97M-V/def2-TZVPD) of a molecular structure, C56H50N4O3P2RhSi in a non-equilibrium geometry.

Element x y z (Å)
Rh 0.71779 0.84156 0.29588
O 6.23161 0.23673 4.16010
C 5.37870 1.08332 4.43020
O 5.17249 1.95523 5.26985
C 4.17277 1.01613 3.36025
C 4.45672 0.74444 2.03028
C 3.40452 0.67957 1.13406
N 2.13831 0.82174 1.58622
C 1.85128 1.16311 2.86168
C 2.87421 1.26263 3.78863
C 0.43150 1.45521 3.07616
C -0.11550 1.84706 4.28849
C -1.46458 2.14278 4.36634
C -2.24961 2.02491 3.22640
C -1.65165 1.62110 2.05000
N -0.35126 1.34783 1.96738
C 3.48190 0.48797 -0.31146
C 4.66177 0.34488 -1.03194
C 4.61354 0.21556 -2.40634
C 3.37814 0.21624 -3.04690
C 2.23908 0.34031 -2.28217
N 2.28198 0.48345 -0.95572
H 5.47839 0.58448 1.71589
H 2.68731 1.54665 4.81417
H 0.52143 1.92811 5.15763
H -1.90103 2.46639 5.30081
H -3.30386 2.25685 3.24459
H -2.21096 1.53723 1.12585
H 5.60622 0.33889 -0.50700
H 5.52626 0.10264 -2.97435
H 3.30672 0.12180 -4.12013
H 1.24957 0.35085 -2.72689
N -0.94301 -2.01987 0.98280
P -0.13508 -1.77852 2.54139
C -1.37199 -2.61430 3.59794
C -2.23237 -3.61054 3.13981
C -3.07356 -4.25799 4.03100
C -3.07563 -3.90673 5.37337
C -2.24488 -2.89346 5.82736
C -1.39730 -2.24691 4.94143
C 1.15962 -3.07399 2.54984
C 0.96646 -4.39661 2.16120
C 2.01410 -5.29554 2.25458
C 3.25106 -4.89379 2.74811
C 3.44542 -3.58314 3.15007
C 2.39902 -2.67835 3.04755
P -0.17867 -1.39742 -0.43009
C 0.91488 -2.81457 -0.82104
C 2.30097 -2.72939 -0.80816
C 3.06999 -3.84465 -1.10504
C 2.45838 -5.04557 -1.42250
C 1.07231 -5.13768 -1.42447
C 0.30122 -4.03259 -1.11702
C -1.50106 -1.64826 -1.65067
C -1.13064 -2.00036 -2.95060
C -2.09579 -2.33934 -3.88061
C -3.43964 -2.31699 -3.53057
C -3.81236 -1.91179 -2.25756
C -2.84998 -1.55927 -1.32618
H -1.86608 -1.59380 1.06272
H -2.24398 -3.88088 2.09163
H -3.72235 -5.04891 3.67822
H -3.72617 -4.42188 6.06698
H -2.25072 -2.61022 6.87135
H -0.74538 -1.45156 5.28602
H 0.00408 -4.72324 1.79053
H 1.87260 -6.32312 1.94488
H 4.05837 -5.61054 2.82329
H 4.39893 -3.26094 3.54994
H 2.53021 -1.65443 3.37188
H 2.78514 -1.80151 -0.54300
H 4.14869 -3.76933 -1.07715
H 3.05706 -5.91434 -1.66110
H 0.58472 -6.07304 -1.66404
H -0.77718 -4.11145 -1.10592
H -0.08086 -2.04752 -3.21398
H -1.79921 -2.63833 -4.87695
H -4.19124 -2.62001 -4.24630
H -4.85717 -1.88339 -1.98083
H -3.16310 -1.23554 -0.34133
C -0.28537 5.56962 -2.09202
C 0.05244 4.23218 -1.44433
C 1.44830 3.78948 -1.86288
C -0.01901 4.34712 0.07541
Si -1.17987 2.74525 -1.92234
O -0.74349 1.48676 -1.05204
C -2.97761 3.17816 -1.51021
C -3.58372 4.40415 -1.77905
C -4.89648 4.65178 -1.40049
C -5.63237 3.66912 -0.75552
C -5.06414 2.42377 -0.53019
C -3.75263 2.18196 -0.91011
C -1.01217 2.35455 -3.77404
C -0.92947 1.00902 -4.13412
C -0.84595 0.62764 -5.46579
C -0.83101 1.59154 -6.46224
C -0.94113 2.93261 -6.12408
C -1.04373 3.30712 -4.79072
H 0.47218 6.30909 -1.80556
H -1.24899 5.95283 -1.76022
H -0.27232 5.51172 -3.17906
H 2.18103 4.56778 -1.61958
H 1.51241 3.58651 -2.93401
H 1.73385 2.89072 -1.31733
H 0.63018 5.15716 0.42645
H 0.33338 3.41850 0.54552
H -1.03392 4.54875 0.42493
H -3.03271 5.18120 -2.29213
H -5.34211 5.61576 -1.60863
H -6.64655 3.87012 -0.43694
H -5.64739 1.64246 -0.05768
H -3.31176 1.20208 -0.75395
H -0.94441 0.25649 -3.35537
H -0.79725 -0.42390 -5.72433
H -0.74414 1.30157 -7.50110
H -0.95091 3.68827 -6.89878
H -1.15479 4.35698 -4.55417

Calculated values
Orbital gap ... 4.9 eV
HOMO energy ... -10.06 eV
Net charge ... +1

***

What did we get for energy above the lowest of the compared OMol25 structures with the same formula, charge and spin? Answer: 0.0; 57.2; 2.8; 3.9 kcal/mol, in the order shown.
What did we get for total energy? Answer: -100970.7916; -249191.4268; -183453.3960; -100447.5856 eV, in the order shown.